[1]
{
  "formula": "C24H26N4O2S",
  "method": "ωB97M-V/def2-TZVPD",
  "homo_energy_ha": -0.285,
  "total_charge": 0,
  "lumo_energy_ev": 0.452,
  "elements": ["C", "C", "O", "C", "C", "C", "C", "C", "C", "C", "C", "S", "C", "C", "O", "N", "C", "C", "N", "C", "C", "C", "C", "C", "C", "C", "C", "N", "N", "C", "C", "H", "H", "H", "H", "H", "H", "H", "H", "H", "H", "H", "H", "H", "H", "H", "H", "H", "H", "H", "H", "H", "H", "H", "H", "H", "H"],
  "xyz": [[-9.777345, -2.337613, 0.358277], [-9.929966, -1.026057, -0.406296], [-9.266464, 0.051654, 0.225052], [-7.917514, 0.166427, 0.136483], [-7.076725, -0.637456, -0.630615], [-5.718221, -0.396072, -0.650027], [-5.153739, 0.646818, 0.082748], [-3.709557, 0.863351, 0.025120], [-3.098854, 2.086750, 0.375148], [-1.734658, 2.176256, 0.278582], [-1.055402, 1.031984, -0.168292], [0.689619, 1.085016, -0.327295], [1.074013, -0.640721, -0.787771], [2.056964, -1.274263, 0.182676], [1.719449, -2.210679, 0.880758], [3.300737, -0.749794, 0.234478], [3.857250, 0.283614, -0.606363], [4.982722, -0.331668, -1.458323], [6.001547, -0.945858, -0.640893], [7.096871, -0.211622, -0.195385], [7.209109, 1.169703, -0.375464], [8.347094, 1.847671, 0.021667], [9.401360, 1.177619, 0.614060], [9.306939, -0.192859, 0.792438], [8.179396, -0.878201, 0.390688], [5.421281, -1.964644, 0.209530], [4.301264, -1.371919, 1.078511], [-1.688911, -0.077524, -0.501363], [-2.976652, -0.158712, -0.403635], [-6.000429, 1.443677, 0.855899], [-7.355326, 1.206769, 0.882197], [-8.733723, -2.637712, 0.412033], [-10.152230, -2.218487, 1.371702], [-10.345008, -3.119312, -0.138939], [-9.590896, -1.135544, -1.443625], [-10.981151, -0.724284, -0.419163], [-7.467057, -1.451774, -1.220500], [-5.065614, -1.019011, -1.241087], [-3.687678, 2.934602, 0.688408], [-1.189271, 3.075372, 0.520581], [0.124756, -1.176060, -0.731988], [1.449159, -0.645242, -1.811191], [3.098211, 0.733268, -1.242315], [4.270154, 1.066364, 0.040599], [5.428579, 0.415126, -2.114137], [4.550328, -1.120831, -2.085840], [6.406551, 1.736806, -0.821040], [8.401483, 2.916475, -0.128086], [10.284927, 1.712059, 0.927416], [10.125793, -0.737114, 1.240223], [8.148433, -1.950237, 0.512288], [6.179243, -2.403137, 0.854531], [5.003585, -2.751956, -0.427554], [3.810663, -2.150783, 1.663357], [4.721219, -0.615081, 1.750933], [-5.600389, 2.241753, 1.462737], [-8.014075, 1.816794, 1.480192]],
  "forces_ev_per_a": [[0.07, 0.40, -0.11], [-0.18, -0.42, -0.09], [0.14, 0.21, 0.14], [0.25, 0.17, 0.09], [-0.39, -0.07, 0.00], [0.16, 0.26, 0.13], [-0.51, -0.19, -0.06], [0.67, 0.47, 0.10], [0.13, -0.32, -0.14], [-0.07, -0.34, -0.09], [-0.28, 0.08, 0.01], [0.35, -0.03, 0.02], [-0.14, 0.25, 0.08], [-0.40, 0.08, -0.12], [-0.18, -0.21, 0.07], [0.39, 0.06, 0.16], [0.19, 0.04, -0.35], [-0.15, 0.32, 0.01], [-0.08, -0.16, -0.29], [0.27, 0.13, -0.02], [-0.19, -0.05, -0.06], [0.16, 0.03, 0.05], [0.09, 0.14, 0.01], [-0.02, 0.00, 0.05], [-0.04, -0.06, 0.09], [-0.20, -0.02, 0.37], [0.15, -0.42, 0.13], [0.99, 0.15, -0.09], [-1.22, -0.21, 0.12], [0.12, -0.17, -0.15], [-0.27, -0.12, -0.06], [0.06, -0.08, 0.01], [-0.04, -0.02, 0.08], [-0.05, -0.11, -0.04], [-0.05, 0.07, 0.08], [0.16, -0.05, -0.09], [-0.07, -0.07, -0.03], [0.01, -0.06, -0.05], [-0.05, 0.05, 0.02], [0.00, 0.11, 0.05], [0.26, -0.04, -0.05], [-0.04, -0.06, 0.02], [0.02, 0.00, -0.01], [-0.05, 0.02, -0.09], [-0.01, -0.04, -0.02], [-0.02, 0.11, 0.00], [-0.09, 0.01, -0.03], [0.00, 0.08, -0.01], [0.07, 0.05, 0.02], [0.06, -0.05, 0.03], [-0.01, -0.09, -0.02], [-0.03, -0.03, -0.06], [0.03, -0.01, 0.09], [0.08, 0.13, -0.02], [0.00, -0.04, 0.00], [0.03, 0.09, 0.06], [-0.07, 0.06, 0.07]],
  "lowdin_charge": [-0.063, -0.247, -0.048, -0.267, -0.012, -0.017, -0.182, -0.219, 0.011, -0.067, -0.588, 0.981, -0.339, -0.523, 0.059, -0.066, -0.142, -0.138, -0.105, -0.229, -0.036, -0.093, -0.109, -0.092, -0.031, -0.128, -0.102, 0.006, 0.077, -0.028, 0.002, 0.068, 0.079, 0.077, 0.116, 0.123, 0.106, 0.109, 0.109, 0.106, 0.069, 0.085, 0.082, 0.129, 0.119, 0.131, 0.095, 0.102, 0.097, 0.102, 0.104, 0.110, 0.133, 0.123, 0.136, 0.105, 0.118]
}


[2]
{
  "formula": "C24H26N4SiW",
  "method": "ωB97M-V/def2-TZVPD",
  "homo_energy_ha": [-0.479, -0.507],
  "total_charge": 2,
  "multiplicity": 3,
  "lumo_energy_ev": [-6.945, -6.958],
  "s_squared": 2.017,
  "elements": ["C", "C", "C", "H", "C", "C", "H", "H", "H", "H", "W", "C", "H", "H", "H", "Si", "C", "C", "H", "C", "H", "C", "H", "C", "H", "C", "H", "C", "C", "H", "C", "H", "C", "H", "C", "H", "C", "H", "H", "H", "N", "C", "C", "N", "C", "C", "N", "C", "C", "N", "H", "H", "H", "H", "H", "H"],
  "xyz": [[0.292141, -1.470800, 0.208751], [0.786897, -1.360830, -1.126856], [2.166905, -1.298195, -1.023772], [0.178113, -1.258810, -2.048028], [2.606171, -1.500472, 0.349689], [1.395646, -1.724370, 1.123333], [1.360286, -2.000567, 2.136095], [-0.715724, -1.704431, 0.526781], [2.866631, -1.242497, -1.833142], [3.574883, -1.716303, 0.695781], [1.224667, 0.362829, 0.302720], [-0.489695, 1.352825, -0.789978], [0.114627, 1.023374, -1.757724], [-1.261458, 0.624446, -0.276507], [-0.839692, 2.447051, -0.673176], [-2.771369, 1.206548, -2.582348], [-3.979440, 2.435468, -2.014891], [-5.316524, 2.138474, -2.415371], [-5.436193, 1.292928, -3.078788], [-6.376149, 2.908775, -2.026247], [-7.403544, 2.699057, -2.359041], [-6.159582, 4.027977, -1.201509], [-6.977854, 4.629615, -0.865512], [-4.873552, 4.335329, -0.800875], [-4.676437, 5.196449, -0.155522], [-3.781363, 3.570956, -1.206403], [-2.796847, 3.856491, -0.904250], [-1.915149, 1.603508, -4.181664], [-2.763313, 1.482860, -5.329376], [-3.805478, 1.135190, -5.254265], [-2.236008, 1.718125, -6.583047], [-2.896953, 1.626060, -7.450973], [-0.886978, 2.084498, -6.802535], [-0.522064, 2.364200, -7.793789], [-0.045233, 2.247558, -5.648889], [0.995682, 2.579231, -5.807917], [-0.550316, 2.039409, -4.368574], [0.058521, 2.160596, -3.507675], [2.318834, 1.064760, -0.852804], [-3.584275, 0.137790, -3.062617], [3.237684, 1.043946, 3.896475], [4.471174, 0.894439, 3.279543], [4.183720, 0.794596, 1.954187], [2.853183, 0.766165, 1.765639], [2.242827, 0.915414, 3.021240], [0.863773, 0.868096, 3.168555], [0.118079, 0.696823, 2.020721], [-1.235316, 0.557457, 2.369421], [-1.318751, 0.685053, 3.718871], [-0.038606, 0.933450, 4.196901], [3.083321, 1.067624, 4.911984], [5.412891, 0.865897, 3.870433], [4.849013, 0.586461, 1.155775], [-1.996442, 0.436259, 1.599535], [-2.132363, 0.680293, 4.423887], [0.324172, 0.979569, 5.146362]],
  "forces_ev_per_a": [[-1.15, -3.50, 0.83], [-1.07, 0.05, -0.18], [1.95, -0.72, 0.47], [0.60, -0.05, 0.81], [-3.55, -1.41, -0.85], [1.14, 0.48, -3.06], [-0.22, -0.09, 1.12], [-0.13, 0.22, -0.30], [0.06, 0.31, -0.29], [1.11, 0.36, 0.23], [2.60, 2.01, -0.45], [-1.41, -0.24, -0.79], [-1.97, 0.86, 1.51], [1.08, 1.08, -1.58], [1.02, -1.78, -0.31], [0.46, 1.80, -1.85], [-0.73, 0.76, 1.38], [1.37, -0.57, -0.07], [-0.45, -0.16, 0.10], [-0.97, 1.01, 0.15], [0.65, -0.06, 0.11], [0.41, -0.89, -0.36], [-0.37, 0.20, 0.07], [0.70, 0.50, 0.26], [-0.22, -0.25, -0.27], [-0.76, -0.60, -0.45], [0.46, 0.13, 0.24], [1.76, 0.65, -0.70], [0.71, -0.53, 1.33], [0.54, 0.25, 0.06], [0.70, 0.42, -1.27], [0.24, 0.02, 0.32], [-0.22, 0.37, 2.11], [-0.13, -0.41, 0.34], [-0.44, 0.15, -1.34], [-0.67, -0.25, 0.24], [-2.16, -0.88, -0.93], [0.58, 0.19, 0.50], [-0.13, 0.29, 0.08], [-0.29, -1.58, 0.64], [0.39, -0.48, 1.87], [0.00, 0.44, 1.16], [0.28, -0.66, 0.23], [-3.52, 1.23, 1.77], [3.76, 0.11, -2.19], [-4.87, 0.04, -1.47], [0.20, 0.46, 2.14], [1.35, 0.42, -0.02], [0.49, 0.41, 0.62], [1.80, -0.51, -0.28], [0.43, 0.10, -0.72], [-0.99, 0.18, -0.76], [0.47, 0.19, -0.54], [0.23, -0.01, 0.59], [-0.16, -0.06, -0.21], [-0.96, 0.03, -0.05]],
  "mulliken_spin": [0.043, 0.079, -0.064, 0.002, 0.034, 0.025, 0.001, 0.006, -0.003, -0.002, 1.751, 0.028, -0.050, 0.001, 0.007, -0.011, -0.004, -0.002, 0.000, 0.000, 0.000, -0.001, 0.000, 0.001, 0.000, 0.003, -0.002, -0.002, -0.001, 0.000, 0.000, 0.000, 0.000, 0.000, 0.000, 0.000, 0.000, 0.005, -0.067, 0.001, 0.033, -0.008, 0.043, 0.023, 0.034, 0.079, -0.054, 0.057, -0.014, 0.031, -0.002, 0.000, -0.001, 0.002, 0.000, -0.002]
}


[3]
{
  "formula": "C24H27Br45I2O5",
  "method": "ωB97M-V/def2-TZVPD",
  "homo_energy_ha": -0.356,
  "total_charge": 0,
  "lumo_energy_ev": -0.421,
  "elements": ["C", "C", "O", "O", "C", "O", "C", "C", "O", "O", "C", "C", "I", "C", "C", "I", "H", "H", "H", "H", "H", "H", "H", "H", "H", "H", "H", "H", "C", "Br", "Br", "Br", "H", "C", "Br", "Br", "Br", "H", "C", "Br", "Br", "Br", "H", "C", "Br", "Br", "Br", "H", "C", "Br", "Br", "Br", "H", "C", "Br", "Br", "Br", "H", "C", "Br", "Br", "Br", "H", "C", "Br", "Br", "Br", "H", "C", "Br", "Br", "Br", "H", "C", "Br", "Br", "Br", "H", "C", "Br", "Br", "Br", "H", "C", "Br", "Br", "Br", "H", "C", "Br", "Br", "Br", "H", "C", "Br", "Br", "Br", "H", "C", "Br", "Br", "Br", "H"],
  "xyz": [[9.947884, 5.627492, 0.376287], [11.375980, 5.315046, 0.661091], [12.072473, 5.975701, 1.415616], [11.957827, 4.199677, 0.071180], [11.297396, 3.569372, -0.950582], [10.823770, 4.169503, -1.881994], [11.299751, 2.069080, -0.834262], [9.978003, 1.448215, -0.483515], [9.797371, 0.255269, -0.665214], [9.052413, 2.259898, 0.067830], [7.709585, 1.962407, -0.308466], [6.998065, 3.269806, -0.640676], [5.713139, 3.858239, 0.994394], [6.202829, 3.236530, -1.921899], [5.154013, 2.140464, -1.980242], [7.541945, 2.949889, -3.599039], [9.748610, 6.573947, 0.839567], [9.768479, 5.734065, -0.679280], [9.283130, 4.900110, 0.809159], [12.042112, 1.773356, -0.109855], [11.565876, 1.665900, -1.793195], [7.203054, 1.449047, 0.490407], [7.691570, 1.327239, -1.179361], [7.755448, 4.031846, -0.699875], [5.772250, 4.206519, -2.088438], [4.634331, 2.231828, -2.915410], [5.632481, 1.176205, -1.999270], [4.493574, 2.243990, -1.134544], [2.089039, -0.818431, -3.298220], [3.222144, -1.064104, -1.761900], [0.260011, -1.264584, -2.906346], [2.239842, 0.957134, -4.023647], [2.428097, -1.504902, -4.059257], [12.447744, 7.438933, -1.888496], [10.711871, 8.259367, -1.728949], [12.655546, 6.549013, -3.580672], [13.862714, 8.700661, -1.568329], [12.512325, 6.683239, -1.120816], [-3.615594, -0.420123, -1.484885], [-5.322882, -0.088627, -0.671551], [-3.245173, -2.298767, -1.689076], [-3.412474, 0.524130, -3.148243], [-2.872817, -0.038884, -0.806851], [-8.172051, -2.684996, -0.923992], [-8.402236, -1.677774, -2.547208], [-9.821165, -3.440734, -0.295746], [-6.815311, -4.034211, -1.110421], [-7.835310, -1.999483, -0.160551], [-9.130285, -2.211485, 3.582832], [-7.627314, -1.472716, 2.633253], [-10.804597, -1.654966, 2.808045], [-8.990662, -4.122707, 3.741810], [-9.099016, -1.807073, 4.582519], [17.208791, 10.915479, -0.328958], [15.809756, 11.101984, 0.978069], [18.160872, 9.257822, -0.115032], [16.528937, 11.110500, -2.119286], [17.912842, 11.715388, -0.163587], [-12.785615, -6.511366, 4.288065], [-11.607849, -6.856569, 5.772680], [-14.613087, -6.950040, 4.704317], [-12.617856, -4.707902, 3.661151], [-12.471254, -7.158168, 3.481638], [6.624550, 7.138611, 3.548075], [6.446908, 8.002459, 1.837290], [4.966957, 6.340506, 4.115850], [8.056666, 5.856306, 3.541169], [6.878626, 7.900628, 4.267463], [-6.381197, 2.798729, 2.986820], [-6.528675, 3.805648, 1.354505], [-8.077202, 2.099817, 3.556809], [-5.078312, 1.388910, 2.840196], [-6.038233, 3.475562, 3.753288], [-9.335454, -7.519575, 1.970800], [-7.779632, -6.798823, 1.098111], [-10.948488, -7.064512, 1.026099], [-9.189968, -9.428449, 2.202008], [-9.398825, -7.085840, 2.957523], [-2.240655, -1.941300, 2.547336], [-1.278679, -2.301750, 4.171206], [-4.131513, -2.223843, 2.767225], [-1.850428, -0.170568, 1.886168], [-1.893732, -2.641782, 1.802934], [-12.909497, -11.117757, 0.874400], [-13.980912, -12.684700, 1.184654], [-12.826632, -10.667541, -0.993640], [-13.514852, -9.626604, 1.929144], [-11.904040, -11.345817, 1.193311], [-16.095853, -2.133019, 2.355129], [-14.272790, -1.915416, 1.778695], [-16.781357, -3.860518, 1.860823], [-16.277779, -1.811796, 4.242907], [-16.685728, -1.390333, 1.841906], [-0.943574, -3.634352, -5.560694], [0.561197, -2.910165, -6.517654], [-2.609639, -3.175262, -6.405492], [-0.781323, -5.530558, -5.301416], [-0.945634, -3.175769, -4.583550], [-4.900589, -6.888899, -4.236736], [-3.540681, -7.923657, -5.119797], [-6.063215, -7.990614, -3.171814], [-4.146743, -5.459787, -3.187747], [-5.504421, -6.433852, -5.006073]],
  "forces_ev_per_a": [[0.11, 0.32, 0.02], [1.51, 1.50, 1.55], [-1.13, -1.41, -1.49], [-0.48, -0.04, 0.33], [-0.47, 0.37, -1.17], [0.37, -0.54, 0.77], [0.15, 0.79, 0.36], [-0.38, -2.26, 0.17], [0.02, 1.78, 0.07], [0.70, 0.32, -0.67], [-0.79, 0.14, 0.22], [0.32, -0.23, 0.10], [0.06, 0.16, -0.06], [-0.10, -0.46, 0.08], [0.65, 0.59, -0.29], [0.09, 0.16, 0.06], [-0.08, 0.40, 0.31], [-0.13, -0.17, -0.29], [-0.19, -0.54, 0.09], [0.20, -0.28, 0.27], [0.14, -0.25, -0.44], [0.00, -0.32, 0.34], [0.26, -0.32, -0.25], [0.12, 0.44, 0.04], [-0.18, 0.38, -0.16], [-0.51, 0.00, -0.24], [0.07, -0.51, 0.23], [-0.42, -0.15, 0.19], [0.05, 0.01, -0.02], [-0.05, 0.01, -0.02], [-0.06, 0.03, 0.11], [-0.09, -0.07, -0.02], [0.00, -0.04, -0.05], [0.05, -0.03, -0.02], [0.06, 0.14, -0.10], [0.02, 0.06, -0.01], [-0.09, -0.04, -0.04], [0.06, 0.01, 0.02], [-0.04, 0.06, -0.11], [-0.01, -0.06, -0.05], [0.03, -0.02, 0.04], [-0.04, -0.07, 0.03], [0.14, 0.07, 0.11], [0.02, -0.03, 0.04], [-0.03, -0.06, 0.02], [-0.02, -0.07, -0.06], [0.04, 0.10, -0.11], [0.03, 0.05, 0.00], [-0.06, -0.08, -0.08], [0.03, -0.09, -0.07], [0.08, 0.06, 0.16], [0.11, 0.09, 0.00], [0.02, 0.02, 0.05], [-0.04, -0.06, 0.01], [0.02, -0.01, -0.03], [-0.03, 0.02, 0.00], [0.03, 0.02, 0.02], [0.04, 0.05, 0.00], [-0.04, 0.03, -0.01], [0.03, -0.02, -0.03], [0.05, -0.03, -0.01], [-0.17, 0.00, 0.02], [-0.01, -0.05, -0.04], [-0.01, -0.09, -0.11], [0.01, -0.01, 0.01], [0.01, 0.01, -0.02], [0.05, 0.05, 0.14], [0.01, 0.04, 0.05], [0.04, -0.09, -0.01], [-0.01, -0.05, 0.02], [-0.12, 0.16, 0.02], [0.01, 0.09, 0.02], [0.02, 0.05, 0.03], [0.08, -0.07, -0.18], [-0.15, -0.04, 0.08], [0.10, 0.09, -0.03], [-0.03, -0.01, 0.04], [-0.01, 0.04, 0.06], [-0.03, -0.05, 0.04], [-0.01, 0.02, -0.02], [0.08, 0.02, -0.04], [-0.02, -0.04, 0.00], [0.01, -0.01, -0.06], [0.01, 0.05, -0.03], [0.02, 0.04, -0.01], [0.00, 0.00, 0.03], [-0.16, -0.08, 0.08], [0.06, 0.00, 0.02], [0.03, -0.11, 0.10], [-0.01, 0.05, -0.10], [0.02, 0.02, 0.02], [0.01, -0.01, -0.03], [-0.03, 0.04, -0.03], [-0.06, -0.05, 0.00], [0.02, 0.02, 0.01], [0.03, 0.00, 0.01], [0.10, 0.11, -0.02], [0.01, 0.03, 0.03], [0.04, -0.05, 0.07], [-0.12, -0.08, 0.04], [0.02, 0.02, 0.00], [0.01, -0.04, -0.06], [-0.03, 0.05, -0.04]],
  "lowdin_charge": [-0.039, -0.449, 0.121, 0.116, -0.427, 0.093, 0.039, -0.444, 0.126, 0.004, -0.261, -0.746, 0.916, -0.817, -0.231, 0.906, 0.064, 0.046, 0.059, 0.142, 0.144, 0.102, 0.079, 0.049, 0.061, 0.011, 0.049, 0.036, -1.617, 0.607, 0.582, 0.617, -0.044, -1.622, 0.632, 0.606, 0.572, -0.061, -1.620, 0.572, 0.530, 0.593, -0.092, -1.644, 0.581, 0.561, 0.519, -0.113, -1.568, 0.556, 0.529, 0.578, -0.022, -1.644, 0.563, 0.571, 0.549, -0.033, -1.649, 0.580, 0.575, 0.517, -0.115, -1.631, 0.557, 0.550, 0.572, -0.030, -1.625, 0.582, 0.564, 0.512, -0.030, -1.615, 0.555, 0.569, 0.585, -0.063, -1.613, 0.595, 0.540, 0.586, -0.032, -1.645, 0.580, 0.573, 0.549, -0.047, -1.635, 0.532, 0.574, 0.577, -0.032, -1.653, 0.576, 0.572, 0.554, -0.106, -1.616, 0.560, 0.581, 0.508, -0.025]
}